1.
C42H61F8N14O16S8 | ωB97M-V with the def2-TZVPD basis set

Each line ends with the Mulliken charge.
CARTESIAN COORDINATES (ANGSTROEM)
C 2.313 -8.171 -2.395  -1.280
C 2.765 -7.327 -1.216  -0.210
N 1.605 -6.630 -0.675  0.208
C 0.336 -7.217 -0.407  -0.479
C -0.599 -6.164 -0.094  -0.292
N 0.131 -4.988 -0.042  0.305
C 1.406 -5.289 -0.368  -0.286
C -0.413 -3.665 0.243  -1.080
H 3.165 -8.418 -3.028  0.349
H 1.623 -7.587 -3.003  0.385
H 1.837 -9.139 -2.241  0.402
H 3.512 -6.570 -1.453  0.336
H 3.203 -8.022 -0.500  0.251
H 0.210 -8.256 -0.675  0.394
H -1.664 -6.116 0.082  0.478
H 2.072 -4.454 -0.531  0.430
H -0.951 -3.291 -0.629  0.513
H 0.362 -2.919 0.422  0.043
H -0.955 -3.474 1.169  0.485
C 2.537 1.232 2.691  -0.652
C 3.173 0.643 3.988  -0.650
N 2.441 -0.566 4.462  0.247
C 2.956 -1.788 4.711  -0.184
C 1.995 -2.611 5.259  -0.626
N 0.781 -1.904 5.113  0.229
C 1.127 -0.618 4.782  -0.441
C -0.586 -2.328 5.417  -0.866
H 2.454 0.434 1.953  0.040
H 3.120 1.961 2.127  0.630
H 1.484 1.513 2.687  0.183
H 3.220 1.357 4.809  0.279
H 4.162 0.302 3.679  0.279
H 3.982 -2.046 4.494  0.427
H 2.067 -3.639 5.582  0.437
H 0.449 0.202 4.596  0.585
H -0.575 -3.000 6.275  0.402
H -0.935 -2.949 4.592  0.266
H -1.225 -1.476 5.646  0.351
C -1.858 2.845 -5.532  -1.005
C -0.842 1.814 -5.881  -0.495
N 0.452 2.174 -5.363  0.196
C 1.400 3.049 -5.906  -0.263
C 2.268 3.424 -4.865  -0.537
N 1.873 2.760 -3.666  0.373
C 0.758 2.083 -3.967  -0.351
C 2.392 2.835 -2.308  -0.631
H -2.281 2.799 -4.529  0.182
H -2.686 2.736 -6.232  0.400
H -1.622 3.908 -5.483  0.374
H -0.818 1.637 -6.957  0.408
H -1.150 0.838 -5.504  0.291
H 1.256 3.258 -6.956  0.464
H 3.028 4.189 -4.927  0.491
H 0.121 1.608 -3.236  0.318
H 1.810 3.651 -1.880  0.474
H 3.481 2.881 -2.307  0.394
H 2.196 1.885 -1.810  -0.026
C 4.368 -0.407 -0.059  -0.903
N 5.470 -1.062 -0.862  0.198
C 5.116 -1.557 -2.072  -0.384
C 6.101 -2.266 -2.805  -0.972
C 7.392 -2.376 -2.312  1.055
C 7.711 -1.750 -1.104  -0.846
C 6.712 -1.133 -0.379  0.059
C 8.347 -3.360 -2.963  0.982
C 8.229 -3.672 -4.337  -0.686
C 9.170 -4.527 -4.973  -0.169
N 10.080 -5.235 -4.272  0.053
C 10.268 -5.009 -2.902  -0.338
C 9.317 -4.141 -2.247  -0.655
C 10.909 -6.240 -4.925  -0.897
H 4.252 0.633 -0.364  0.318
H 4.667 -0.432 0.989  0.200
H 3.443 -0.963 -0.208  0.309
H 4.107 -1.475 -2.448  0.580
H 5.737 -2.720 -3.715  0.278
H 8.717 -1.772 -0.711  0.582
H 6.908 -0.704 0.593  0.477
H 7.473 -3.215 -4.959  0.368
H 9.038 -4.783 -6.013  0.372
H 10.966 -5.590 -2.318  0.465
H 9.419 -4.034 -1.177  0.434
H 10.886 -6.195 -6.013  0.317
H 10.657 -7.208 -4.491  0.382
H 11.973 -6.130 -4.720  0.383
C -10.945 4.177 2.250  -0.851
N -9.901 3.507 1.453  0.038
C -8.954 4.203 0.777  -0.364
C -7.885 3.587 0.191  -0.512
C -7.803 2.210 0.159  1.201
C -8.795 1.479 0.753  -0.607
C -9.880 2.123 1.378  -0.663
C -6.665 1.560 -0.446  1.104
C -5.365 2.129 -0.507  -0.500
C -4.320 1.380 -1.018  -0.269
N -4.502 0.184 -1.463  0.401
C -5.733 -0.427 -1.489  -0.701
C -6.805 0.286 -1.011  -0.807
C -3.394 -0.501 -2.171  -1.076
H -11.844 3.703 1.855  0.355
H -10.904 5.257 2.108  0.318
H -10.656 3.923 3.269  0.363
H -9.040 5.279 0.763  0.424
H -7.137 4.165 -0.330  0.527
H -8.696 0.404 0.802  0.472
H -10.653 1.567 1.888  0.457
H -5.240 3.157 -0.200  0.010
H -3.322 1.792 -1.010  0.294
H -5.809 -1.407 -1.935  0.497
H -7.757 -0.187 -1.204  0.673
H -2.664 0.235 -2.508  -0.070
H -3.804 -0.995 -3.052  0.359
H -3.138 -1.102 -1.299  0.741
N -4.295 1.107 3.972  -0.274
S -3.275 0.409 2.960  0.572
O -3.591 0.393 1.539  -0.185
O -2.409 -0.608 3.549  -0.280
F -2.229 1.688 3.022  -0.264
S -5.303 -0.282 3.624  0.882
O -4.831 -1.663 3.866  -0.558
O -6.282 -0.081 2.565  -0.495
F -6.203 -0.053 5.023  -0.355
N -0.789 1.596 -1.030  0.046
S -0.145 0.404 -0.185  0.410
O -0.671 0.047 1.116  0.101
O 1.299 0.331 -0.305  -0.528
F -0.643 -0.828 -1.148  -0.408
S -0.557 2.690 -0.019  0.525
O 0.716 2.915 0.671  -0.392
O -1.774 3.030 0.738  -0.214
F -0.518 3.868 -1.181  -0.470
N 0.106 5.924 4.437  -0.230
S -0.322 7.349 3.593  1.046
O -1.553 7.287 2.818  -0.499
O 0.794 8.296 3.300  -0.595
F -0.960 8.092 4.933  -0.335
S 0.735 5.298 3.199  1.116
O 2.192 5.339 3.263  -0.702
O 0.133 5.277 1.886  -0.430
F 0.501 3.749 3.735  -0.320
N -4.406 4.232 4.392  -0.093
S -4.227 4.606 2.681  1.010
O -3.019 5.177 2.158  -0.288
O -5.425 5.025 2.038  -0.523
F -4.305 3.078 2.179  0.087
S -4.133 5.813 4.732  1.088
O -4.464 6.975 3.904  -0.426
O -3.031 5.835 5.651  -0.413
F -5.302 5.927 5.877  -0.329

Summary:
Energy, Eh: -7590.04337
Net charge: +4
HOMO (spin up / spin down), eV: -13.02 / -13.02
Gap between HOMO and LUMO (spin up / spin down), eV: 2.08 / 2.08
Strongest force on any atom, hartree/bohr: 0.2392
LUMO level (spin up / spin down), eV: -10.94 / -10.94
Spin multiplicity: 2

2.
C42H64BHgN8OS2SiTe | ωB97M-V with the def2-TZVPD basis set

Each line ends with the Mulliken charge.
CARTESIAN COORDINATES (ANGSTROEM)
Hg -1.103 0.451 -1.693  3.156
C -2.806 0.937 3.776  -1.294
C -1.534 1.137 4.601  0.489
C -1.181 2.628 4.692  -1.242
C -0.384 0.392 3.981  0.032
C 0.761 -0.142 4.606  -1.597
C 1.499 -0.665 3.566  -0.117
N 0.825 -0.447 2.417  1.408
N -0.326 0.193 2.676  -0.634
B 1.161 -0.750 0.937  -0.163
N 1.172 -2.285 0.690  1.160
C 1.462 -3.288 1.540  -0.260
C 1.307 -4.480 0.861  -1.571
C 0.909 -4.091 -0.432  0.258
N 0.832 -2.769 -0.509  -0.405
C 0.572 -4.984 -1.590  0.604
C 1.497 -4.733 -2.785  -1.243
C -0.889 -4.784 -2.002  -1.025
N 2.530 -0.148 0.518  0.752
C 3.713 -0.195 1.163  -0.092
C 4.627 0.537 0.438  -1.811
C 3.899 1.007 -0.673  0.127
N 2.640 0.593 -0.604  0.377
C 4.431 1.812 -1.827  0.497
C 4.927 0.858 -2.922  -1.258
C 3.374 2.763 -2.383  -0.703
H -3.632 1.533 4.176  0.418
H -2.613 1.222 2.741  0.139
H -3.095 -0.115 3.778  0.287
H -1.692 0.755 5.616  0.285
H -0.967 3.002 3.689  0.136
H -2.005 3.205 5.122  0.422
H -0.294 2.776 5.313  0.361
H 1.010 -0.135 5.656  0.391
H 2.443 -1.183 3.600  0.473
H 0.299 -0.255 0.270  -0.725
H 1.747 -3.099 2.562  0.409
H 1.452 -5.479 1.241  0.378
H 0.708 -6.019 -1.256  0.210
H 1.279 -3.754 -3.216  -0.047
H 2.543 -4.741 -2.474  0.379
H 1.352 -5.502 -3.550  0.432
H -1.066 -3.729 -2.219  -0.058
H -1.129 -5.379 -2.890  0.414
H -1.560 -5.077 -1.195  0.276
H 3.852 -0.744 2.078  0.330
H 5.669 0.706 0.662  0.392
H 5.291 2.388 -1.464  0.247
H 4.085 0.283 -3.310  0.073
H 5.391 1.418 -3.741  0.388
H 5.664 0.155 -2.526  0.407
H 2.455 2.204 -2.567  -0.122
H 3.143 3.545 -1.666  0.148
H 3.715 3.223 -3.316  0.432
C 2.049 6.046 1.202  -1.091
N 2.056 4.692 0.681  -0.051
C 0.874 4.213 0.092  -0.363
N 0.173 5.055 -0.791  -0.642
S 0.124 2.783 0.703  -0.054
H 3.017 6.260 1.657  0.378
H 1.259 6.230 1.948  0.260
H 1.908 6.737 0.368  0.316
H 2.411 4.013 1.342  0.287
H -0.253 5.870 -0.335  0.151
H -0.577 4.479 -1.169  0.106
C -4.302 -4.458 0.129  -1.006
Si -4.955 -2.693 -0.077  -0.273
C -5.506 -2.072 1.627  -0.943
C -6.511 -2.824 -1.162  -0.999
C -3.717 -1.542 -0.741  -1.815
C -2.843 -0.762 -1.083  0.629
H -5.003 -5.084 0.687  0.355
H -3.353 -4.443 0.670  0.264
H -4.125 -4.928 -0.840  0.298
H -6.373 -2.603 2.027  0.324
H -5.749 -1.009 1.569  0.288
H -4.681 -2.177 2.335  0.236
H -7.196 -3.584 -0.777  0.286
H -6.253 -3.094 -2.188  0.289
H -7.049 -1.873 -1.194  0.286
C -2.677 2.181 -6.910  -1.379
C -2.795 2.362 -5.426  1.021
C -2.161 3.413 -4.772  -0.568
C -2.350 3.631 -3.418  -0.398
C -3.152 2.775 -2.668  0.030
C -3.730 1.670 -3.302  -0.537
C -3.559 1.482 -4.661  -0.513
S -3.504 3.154 -0.969  0.382
C -5.326 3.274 -1.127  -1.027
O -0.900 2.417 -0.429  -0.773
H -2.141 3.017 -7.362  0.339
H -3.663 2.109 -7.377  0.417
H -2.136 1.266 -7.141  0.026
H -1.523 4.084 -5.337  0.264
H -1.886 4.481 -2.932  0.191
H -4.339 0.978 -2.734  0.417
H -4.026 0.630 -5.144  0.297
H -5.596 4.091 -1.796  0.309
H -5.715 3.464 -0.128  0.380
H -5.727 2.334 -1.498  0.243
C -0.302 -0.206 -9.566  -1.679
C -0.142 -0.200 -8.068  0.882
C -0.808 -1.102 -7.258  -1.054
C -0.635 -1.116 -5.871  1.084
C -1.404 -2.157 -5.098  -1.953
C 0.238 -0.209 -5.259  0.168
Te 0.885 -0.472 -3.209  -0.235
C 0.853 0.764 -6.071  1.011
C 1.717 1.847 -5.486  -1.302
C 0.668 0.746 -7.449  -0.902
H -0.967 -1.009 -9.887  0.358
H 0.662 -0.343 -10.061  0.360
H -0.718 0.743 -9.917  0.315
H -1.490 -1.820 -7.708  0.222
H -2.434 -2.212 -5.462  0.427
H -1.425 -1.936 -4.033  0.055
H -0.947 -3.142 -5.232  0.380
H 2.601 1.428 -5.007  0.158
H 1.172 2.397 -4.717  0.147
H 2.040 2.550 -6.257  0.359
H 1.173 1.489 -8.061  0.244

Summary:
Energy, Eh: -3684.31363
Relative energy (zero: lowest compared OMol25 entry of this formula, charge and spin), eV: 0.2914
Net charge: -2
HOMO (spin up / spin down), eV: 0.49 / -1.60
Gap between HOMO and LUMO (spin up / spin down), eV: 3.51 / 5.60
Strongest force on any atom, hartree/bohr: 0.0226
LUMO level (spin up / spin down), eV: 4.00 / 4.00
Spin multiplicity: 2

- What is the net charge in the first record?
  +4

- What is the net charge in the second record?
  -2

- What is the energy in the first record?
  -7590.04337 Eh